Here is C16H22N4O2S as an isolated structure from the Open Molecules 2025 dataset. Energies are from ωB97M-V with the def2-TZVPD basis set.

Each line ends with the natural charge from an NBO analysis.
CARTESIAN COORDINATES (ANGSTROEM)
S  3.47  0.39  -0.90  0.6504
O  -2.55  1.99  0.71  -0.6250
O  5.37  -0.62  1.40  -0.5768
N  -1.75  -2.32  -0.83  -0.3498
N  3.93  0.17  2.96  -0.6404
N  2.43  0.41  -2.18  -0.6103
N  -0.76  0.61  0.53  -0.6124
C  0.38  0.82  2.67  -0.1823
C  2.88  1.20  2.86  -0.2716
C  -2.04  0.96  0.29  0.7027
C  0.14  1.43  1.32  -0.2795
C  -4.26  -0.16  0.06  -0.5829
C  -2.89  0.03  -0.59  -0.2593
C  -2.25  -1.29  -0.73  0.3155
C  -3.65  -0.17  -3.05  -0.6166
C  2.71  -0.91  -0.09  -0.1744
C  3.15  -1.44  1.25  -0.5559
C  0.56  -0.78  -3.14  -0.6522
C  1.56  -0.57  -2.05  0.2004
C  4.26  -0.61  1.88  0.6994
C  1.53  0.71  3.32  -0.1887
C  1.68  -1.35  -0.87  -0.3503
C  -3.00  0.70  -1.98  -0.3696
H  2.84  1.62  1.85  0.1973
H  -0.52  0.44  3.15  0.2112
H  -3.57  1.62  -1.84  0.2299
H  -0.01  0.13  -3.32  0.2244
H  -0.34  2.40  1.45  0.2495
H  4.78  0.55  3.35  0.3934
H  3.55  -2.44  1.12  0.2613
H  1.06  1.59  0.76  0.2106
H  1.06  -1.04  -4.07  0.2358
H  -3.07  -1.08  -3.24  0.2149
H  -4.87  -0.86  -0.51  0.2185
H  -2.01  1.00  -2.31  0.2129
H  3.18  2.01  3.52  0.2232
H  -3.70  0.38  -3.99  0.2233
H  2.29  -1.52  1.92  0.2454
H  -4.66  -0.47  -2.78  0.2082
H  -0.14  -1.59  -2.90  0.2291
H  1.04  -2.19  -0.63  0.2458
H  -4.77  0.80  0.11  0.2401
H  1.53  0.25  4.30  0.2100
H  -0.40  -0.25  0.15  0.4202
H  -4.17  -0.55  1.07  0.2241

energy relative to the best compared isomer or geometry (same formula, charge and spin) = 121.5 kJ/mol
E_tot = -37840.0351 eV
molar mass = 334.445 g mol⁻¹
2S+1 = 1
charge = 0
frontier orbital gap = 10.09 eV